Record 1
The following is a quantum chemistry calculation of a molecular structure, C15H35ClMgN5O5, from the Open Molecules 2025 dataset.

Summary:
* E_HOMO: -11.157 eV
* total charge: +1
* multiplicity: 1
* energy relative to the best compared isomer or geometry (same formula, charge and spin): 270.8 kcal per mole
* E_tot: -51766.8723 eV
* gap between HOMO and LUMO: 3.9 eV

Element x y z (Å)
Mg  -16.736  -27.588  -15.704
Cl  -16.594  -26.942  -19.327
C  -20.931  -31.632  -15.704
O  -20.215  -30.603  -15.753
N  -21.964  -31.856  -16.582
C  -22.389  -30.917  -17.671
C  -22.883  -32.963  -16.378
H  -20.835  -32.518  -15.058
H  -22.492  -31.339  -18.670
H  -21.751  -30.047  -17.831
H  -23.354  -30.525  -17.350
H  -23.432  -33.301  -17.257
H  -22.407  -33.845  -15.949
H  -23.702  -32.675  -15.718
C  -15.892  -28.189  -9.578
O  -16.409  -28.020  -10.736
N  -16.186  -27.432  -8.526
C  -17.037  -26.238  -8.712
C  -15.880  -27.966  -7.215
H  -15.158  -28.993  -9.416
H  -18.053  -26.624  -8.632
H  -16.996  -25.662  -9.636
H  -16.802  -25.501  -7.945
H  -15.000  -28.609  -7.250
H  -15.528  -27.198  -6.526
H  -16.680  -28.569  -6.786
C  -20.839  -24.140  -13.720
O  -20.143  -25.054  -14.193
N  -21.964  -24.415  -13.026
C  -22.642  -23.384  -12.209
C  -22.694  -25.699  -13.037
H  -20.568  -23.077  -13.811
H  -23.684  -23.356  -12.529
H  -22.372  -22.329  -12.245
H  -22.587  -23.596  -11.141
H  -22.882  -25.957  -11.995
H  -23.695  -25.744  -13.465
H  -22.034  -26.491  -13.393
C  -13.614  -32.312  -16.374
O  -14.107  -31.212  -16.501
N  -13.102  -32.914  -17.462
C  -12.773  -34.300  -17.494
C  -13.179  -32.225  -18.741
H  -13.663  -32.907  -15.449
H  -11.835  -34.504  -18.011
H  -13.505  -34.882  -18.054
H  -12.768  -34.655  -16.464
H  -12.377  -32.404  -19.459
H  -14.110  -32.433  -19.269
H  -13.043  -31.177  -18.477
C  -13.015  -23.363  -14.891
O  -13.447  -24.523  -15.173
N  -12.266  -22.567  -15.730
C  -11.780  -21.202  -15.387
C  -11.646  -23.083  -16.929
H  -13.301  -22.840  -13.966
H  -12.343  -20.835  -14.529
H  -12.076  -20.466  -16.135
H  -10.716  -21.165  -15.156
H  -10.615  -22.741  -17.023
H  -11.487  -24.158  -16.849
H  -12.182  -22.915  -17.863

Cartesian forces, eV/Å:
0.0462 0.2911 -1.6928
-0.0835 -0.3290 1.8624
-0.0539 1.8722 -2.1284
-1.0799 -2.2359 0.6141
0.3874 0.3351 -1.0627
0.0151 0.4182 0.9977
-0.6060 -0.2635 0.5342
0.4041 0.4504 0.3957
0.0162 -0.7526 0.3485
0.3784 -0.2839 0.6669
-0.1818 0.0503 -0.2518
0.6478 0.2578 -0.4803
0.2093 0.1541 0.0132
0.0265 0.1385 0.3652
-1.5484 0.2638 -3.9024
1.6003 -0.3203 2.8933
0.6145 0.6105 -0.5131
-0.5234 -0.5353 0.8433
0.7592 0.2215 0.5441
-0.2318 0.0819 0.1760
-0.3059 0.5784 0.1965
0.6782 -0.8856 -0.3444
-0.1759 -0.3412 0.3413
-0.0851 -0.2152 -0.4821
-0.5717 0.2667 0.0203
-0.2174 0.2919 0.0487
0.5400 -2.3720 -0.1458
-0.3957 1.2791 -0.0308
-1.2009 1.4998 0.2711
-0.7685 -0.0570 -0.2192
1.2351 -0.3196 1.2450
-0.0943 -0.1211 0.2301
-0.1995 -0.1981 0.2912
0.9584 -0.2266 -0.8155
-0.0757 -0.5075 -0.0253
0.0967 -0.0051 0.2401
0.2845 0.6592 -0.7086
-0.1915 0.2308 -0.3950
-0.5115 -0.2632 -1.2530
-0.5487 1.3251 1.2027
0.6671 -0.5802 -0.8350
-0.0366 -0.7784 0.2162
0.3214 0.9700 0.2986
0.3479 0.0078 -0.0674
0.2713 0.2213 0.3572
-0.3591 0.0077 0.0383
0.2739 -0.3041 -0.1222
0.2984 -0.7791 0.4736
-0.2097 0.2451 0.1932
-0.6459 0.1000 -0.4386
-0.7523 -1.4736 -1.7833
1.3550 2.9963 0.7528
0.3483 0.2197 0.5503
-1.4744 -0.4220 0.7919
0.5553 -1.3550 -0.2377
0.1196 -0.1554 -0.0373
0.1602 -0.2605 0.3783
0.3902 -0.3473 -0.5025
-0.0472 -0.1321 -0.2394
-0.1540 0.6074 0.0233
-0.5110 -0.1495 0.1271
-0.1653 0.3181 0.1720



Record 2
The following is a quantum chemistry calculation of a molecular structure, C32H39BKN9O5, from the Open Molecules 2025 dataset.

Summary:
* E_HOMO: -2.472 eV
* total charge: -2
* multiplicity: 1
* energy relative to the best compared isomer or geometry (same formula, charge and spin): 46.6 kcal per mole
* E_tot: -74472.3141 eV
* gap between HOMO and LUMO: 6.6 eV

Element x y z (Å)
K  -0.181  0.571  -0.298
O  -2.326  6.320  -0.877
C  -2.867  5.847  0.279
C  -3.523  6.712  1.149
C  -4.085  6.255  2.330
C  -4.006  4.910  2.646
C  -3.343  4.051  1.791
C  -2.752  4.490  0.610
C  -1.975  3.473  -0.162
O  -1.617  2.432  0.427
N  -1.617  3.820  -1.383
N  -1.143  2.911  -2.198
C  -0.165  3.173  -2.988
C  0.307  2.181  -3.910
C  1.308  2.491  -4.852
C  1.764  1.503  -5.695
C  1.235  0.222  -5.586
C  0.245  0.014  -4.636
N  -0.217  0.952  -3.842
H  -2.446  7.278  -0.916
H  -3.585  7.767  0.896
H  -4.571  6.953  3.001
H  -4.442  4.537  3.563
H  -3.241  3.000  2.020
H  0.368  4.131  -2.969
H  1.709  3.494  -4.906
H  2.531  1.708  -6.433
H  1.584  -0.583  -6.217
H  -0.211  -0.961  -4.516
C  -0.549  0.955  3.242
C  -0.625  -0.506  2.977
C  -0.658  -1.569  3.893
C  -0.660  -2.708  3.109
C  -0.688  -4.131  3.554
N  -0.638  -2.313  1.818
N  -0.620  -0.983  1.748
B  -0.622  -3.174  0.546
N  -1.741  -2.700  -0.397
N  -1.720  -1.502  -0.973
C  -2.801  -1.382  -1.719
C  -3.078  -0.145  -2.496
C  -3.564  -2.558  -1.627
C  -2.850  -3.373  -0.769
C  -3.205  -4.747  -0.314
N  0.733  -3.041  -0.168
N  1.139  -1.899  -0.724
C  2.339  -2.101  -1.236
C  3.090  -1.050  -1.975
C  2.733  -3.428  -1.007
C  1.678  -3.993  -0.316
C  1.551  -5.396  0.176
H  -1.049  1.211  4.176
H  -0.995  1.496  2.413
H  0.498  1.246  3.304
H  -0.674  -1.522  4.968
H  -0.743  -4.173  4.640
H  0.211  -4.655  3.229
H  -1.551  -4.651  3.138
H  -0.812  -4.314  0.829
H  -2.323  0.599  -2.265
H  -4.062  0.251  -2.248
H  -3.047  -0.343  -3.567
H  -4.500  -2.791  -2.104
H  -4.149  -5.048  -0.766
H  -3.307  -4.782  0.770
H  -2.434  -5.461  -0.602
H  3.067  -0.103  -1.441
H  2.649  -0.894  -2.960
H  4.128  -1.353  -2.094
H  3.654  -3.908  -1.289
H  2.440  -5.960  -0.103
H  0.677  -5.881  -0.259
H  1.443  -5.417  1.260
C  4.675  -0.775  1.922
C  3.943  0.570  1.928
C  4.272  1.344  3.210
O  2.554  0.378  1.808
C  4.405  1.433  0.676
O  5.589  1.781  0.629
O  3.479  1.666  -0.128
H  4.432  -1.342  2.823
H  5.748  -0.600  1.880
H  4.367  -1.353  1.053
H  4.100  0.726  4.094
H  3.643  2.231  3.269
H  5.315  1.652  3.184
H  2.370  0.835  0.953

Cartesian forces, eV/Å:
0.6302 -0.0530 -0.5584
-0.0008 0.2910 -0.0598
-0.0439 -0.0465 0.0035
-0.0715 0.1779 0.0709
0.0132 0.0578 -0.0595
-0.1336 0.0117 0.1747
0.0727 0.0539 -0.1053
-0.0666 0.1471 0.0420
0.6981 -0.3379 -0.5402
-0.5525 -0.0458 0.4200
-0.3829 1.6732 -0.1301
0.4374 -1.3426 -0.0325
-0.3637 1.0402 0.7638
0.4576 -0.6112 -0.8110
-0.2482 0.0287 0.2438
0.0042 -0.2890 -0.0734
0.0748 0.1368 -0.0848
0.1234 -0.3231 -0.4414
-0.0895 0.2101 0.4562
-0.0579 -0.1499 0.1645
0.0167 0.0108 -0.0224
-0.0323 0.0156 -0.0148
-0.0258 -0.0212 0.0394
0.0739 -0.0539 0.0268
-0.2202 -0.0081 0.0715
0.0068 0.0496 0.0699
0.0246 0.0630 0.0381
-0.0128 -0.0623 0.0144
0.0181 -0.1544 0.0172
0.1420 -0.0982 -0.0837
-0.0622 -0.2977 0.2036
0.0029 -0.2142 -0.0139
-0.0469 0.0987 0.2871
-0.0041 0.0390 -0.1792
-0.0552 -0.6643 0.5930
-0.0453 0.7561 -0.1015
0.0449 0.5778 -0.1957
-0.4098 -0.7810 0.0209
0.0646 0.8920 -0.3691
-0.1833 -0.3073 0.0197
0.0664 -0.0496 0.1460
0.0492 -0.2288 0.1390
-0.3498 -0.0153 -0.2402
0.1657 0.0554 0.0625
0.2159 -0.8018 0.1373
0.1614 1.0105 -0.2787
0.0301 -0.3675 0.0098
-0.1803 0.0908 0.0510
-0.1434 -0.1641 0.1504
0.2756 -0.1323 -0.2048
-0.1294 0.1346 0.0268
-0.0479 0.0652 0.0027
-0.1433 0.2434 0.0122
0.1262 0.1119 0.0680
0.0180 -0.0127 0.0888
0.0069 -0.0017 0.0328
0.0255 -0.1349 0.0121
-0.0131 -0.1275 0.0067
-0.0167 -0.2887 0.1221
-0.0541 0.2230 -0.1637
-0.0821 0.0897 -0.0041
0.0087 0.0604 -0.1063
-0.1144 -0.0165 -0.0561
-0.0107 0.0023 0.0010
-0.0137 -0.1087 0.0763
0.0070 -0.1289 0.0459
0.0972 0.1478 0.0326
0.0432 0.0328 -0.1503
0.0783 0.0482 -0.0558
0.1101 -0.0515 -0.0296
0.0224 -0.0067 0.0197
-0.0366 -0.1100 0.0427
-0.0130 -0.1315 0.0736
-0.1730 0.2905 -0.0381
0.4611 0.3537 -0.2149
-0.0542 -0.1165 -0.2683
-0.3505 -0.1247 0.1895
-0.1473 -0.4695 0.8420
0.5850 0.1097 -0.0573
-0.5235 0.2514 -0.5939
-0.0528 -0.0610 0.0431
0.1239 -0.0127 0.0020
-0.0277 -0.1031 -0.0985
-0.0943 -0.0542 0.0669
-0.0501 0.0811 0.0298
0.0965 0.0191 0.0145
0.2508 -0.0706 0.1487



Record 3
The following is a quantum chemistry calculation of 7 unconnected molecules or ions with the total composition C25H50Br12NO4, from the Open Molecules 2025 dataset.

Summary:
* E_HOMO: -11.317 eV
* total charge: +1
* multiplicity: 1
* E_tot: -876919.2150 eV
* gap between HOMO and LUMO: 9.0 eV

Element x y z (Å)
C  3.935  1.218  0.838
O  5.116  1.008  0.076
C  5.187  -0.228  -0.610
C  4.789  -0.133  -2.100
C  3.418  -0.780  -2.422
C  2.201  0.195  -2.417
C  1.174  -0.159  -1.309
C  -0.273  0.277  -1.637
C  -1.242  -0.125  -0.519
O  -2.341  0.726  -0.302
C  -3.075  0.109  0.763
C  -2.824  -1.426  0.572
N  -1.943  -1.467  -0.655
C  -1.057  -2.681  -0.614
O  -0.757  -2.957  -1.960
C  0.550  -3.301  -2.322
C  1.451  -4.010  -1.328
O  0.870  -3.056  -3.445
H  4.164  1.841  1.716
H  3.176  1.757  0.230
H  3.495  0.265  1.198
H  6.251  -0.542  -0.548
H  4.594  -1.017  -0.101
H  5.553  -0.693  -2.674
H  4.827  0.928  -2.425
H  3.480  -1.281  -3.411
H  3.254  -1.593  -1.674
H  2.586  1.215  -2.229
H  1.702  0.194  -3.404
H  1.460  0.276  -0.328
H  1.197  -1.261  -1.185
H  -0.597  -0.123  -2.616
H  -0.330  1.385  -1.711
H  -0.684  -0.208  0.443
H  -2.703  0.403  1.770
H  -4.141  0.413  0.736
H  -2.160  -1.748  1.392
H  -3.705  -2.077  0.504
H  -2.520  -1.481  -1.505
H  -0.179  -2.391  -0.016
H  -1.633  -3.505  -0.155
H  1.215  -5.087  -1.280
H  2.485  -3.886  -1.716
H  1.443  -3.560  -0.315
Br  5.582  -3.035  -5.852
C  4.575  -4.697  -5.872
C  3.656  -4.799  -4.684
Br  4.639  -5.219  -3.053
H  5.300  -5.505  -5.910
H  3.997  -4.682  -6.794
H  2.946  -5.613  -4.815
H  3.118  -3.874  -4.496
Br  3.078  2.646  4.107
C  4.677  3.729  4.368
C  4.976  3.934  5.829
Br  3.770  5.224  6.640
H  4.510  4.664  3.841
H  5.484  3.179  3.888
H  5.976  4.344  5.955
H  4.884  3.016  6.403
Br  0.912  -0.299  4.269
C  0.201  -0.976  5.950
C  -1.302  -1.060  5.937
Br  -2.113  0.697  6.144
H  0.566  -0.314  6.729
H  0.646  -1.961  6.070
H  -1.652  -1.642  6.788
H  -1.691  -1.493  5.021
Br  -5.089  -4.309  -1.190
C  -3.675  -5.017  -2.337
C  -3.867  -6.484  -2.612
Br  -3.375  -7.557  -1.069
H  -2.730  -4.818  -1.841
H  -3.732  -4.439  -3.257
H  -3.211  -6.805  -3.419
H  -4.895  -6.731  -2.859
Br  -3.192  6.704  1.965
C  -4.455  5.249  2.218
C  -4.844  5.096  3.664
Br  -3.444  4.272  4.741
H  -3.987  4.357  1.810
H  -5.326  5.510  1.621
H  -5.706  4.438  3.758
H  -5.062  6.051  4.132
Br  -6.443  7.987  0.355
C  -5.681  7.787  -1.420
C  -6.212  6.571  -2.128
Br  -5.419  4.931  -1.438
H  -4.602  7.762  -1.294
H  -5.964  8.688  -1.962
H  -5.948  6.598  -3.183
H  -7.287  6.463  -2.024

Cartesian forces, eV/Å:
-0.1629 0.1977 -0.2604
-0.4407 -0.2644 0.6070
0.7398 -0.0734 -0.2758
-0.0136 -0.4356 -0.1589
-0.0349 -0.1087 -0.2319
0.1153 -0.0353 0.4443
-0.2021 -0.1508 -0.1333
-0.3102 0.3705 -0.0409
0.3501 0.8434 0.3752
0.3265 -0.4735 -0.0550
-0.5771 -0.1525 0.5424
0.2332 0.5341 0.5804
-0.3812 -0.5050 0.7539
-0.1670 0.0147 -0.4334
0.2760 0.0141 0.6786
0.5265 -0.1128 -0.4411
0.4718 0.4817 0.1190
-0.2761 -0.1331 0.3122
0.0380 -0.2699 -0.4626
0.2052 -0.2341 0.2708
0.2424 0.3296 -0.1251
-0.5866 0.2055 -0.0052
0.1597 0.3898 -0.0940
-0.3258 0.3922 0.2074
0.0283 -0.6216 0.1753
-0.0799 0.2859 0.5390
0.0485 0.4309 -0.5119
-0.3325 -0.3328 -0.2075
0.2085 -0.0008 0.4690
-0.0221 -0.2411 -0.5433
0.0009 0.5224 0.0282
0.0914 0.1083 0.4060
0.0181 -0.6201 0.0615
-0.1080 -0.1658 -0.4557
0.0636 0.0198 -0.6942
0.6980 -0.2434 -0.3893
-0.4540 -0.1729 -0.2855
0.3554 0.2383 -0.2571
0.2470 0.0118 0.0588
-0.4059 -0.3142 -0.1298
0.3052 0.3646 -0.1465
-0.0215 0.4906 0.0420
-0.6914 -0.2625 0.2039
-0.1616 -0.4327 -0.5077
0.0104 -0.0391 0.0341
0.0270 0.1483 -0.0704
-0.0036 -0.1120 0.0569
-0.0258 0.0800 -0.0006
-0.0356 0.0006 0.0129
-0.0191 -0.0040 0.0340
0.0413 -0.0027 -0.0284
-0.0123 -0.0142 -0.0241
-0.0459 0.1197 0.1724
0.0166 -0.1209 -0.1053
-0.0224 0.1651 0.0765
-0.0031 -0.0743 -0.0051
0.0131 0.0012 0.0482
-0.0057 0.0026 0.0364
-0.0122 -0.0127 -0.0404
0.0235 -0.0034 -0.0425
-0.0734 0.0020 -0.0869
0.0564 -0.1412 -0.0595
-0.0690 0.1869 0.2295
-0.0225 -0.0964 -0.1710
-0.0029 0.0034 -0.0319
-0.0531 -0.0008 0.0103
0.0538 -0.0162 -0.0125
0.0356 -0.0066 0.0014
0.2143 0.0899 0.0457
-0.1666 0.1090 -0.1359
0.1236 -0.1503 0.1119
-0.0431 0.0372 -0.0192
-0.0012 -0.0446 -0.0340
-0.0163 -0.0447 -0.0020
-0.0113 0.0468 -0.0029
0.0180 0.0361 -0.0114
0.0625 -0.1046 -0.0237
0.0259 0.1614 -0.0397
-0.0060 -0.1187 0.1376
0.0037 0.0295 -0.0984
-0.0297 -0.0080 0.0522
0.0189 0.0133 0.0211
0.0081 0.0141 -0.0335
-0.0207 -0.0093 -0.0443
-0.0442 -0.0217 -0.0148
-0.0450 0.1336 0.0804
0.0677 -0.0712 -0.0722
-0.0370 -0.0327 0.0193
-0.0196 -0.0309 -0.0245
-0.0081 -0.0327 -0.0090
0.0183 0.0172 0.0269
0.0225 0.0275 0.0079



- What is the formula in the first record?
  C15H35ClMgN5O5



- What is the formula in the first record?
  C15H35ClMgN5O5



- Which formula does entry 1 have?
  C15H35ClMgN5O5